[1]
Here is C30H42As2BMoN4O3S as an isolated structure from the Open Molecules 2025 dataset. Energies are from ωB97M-V with the def2-TZVPD basis set.

XYZ file:
```
84
Properties=species:S:1:pos:R:3:mulliken_spin:R:1
H -2.101 -4.577 -4.176 0.000
H -2.734 3.648 -0.992 0.001
O 1.756 -2.585 -1.018 -0.044
H -0.017 -3.328 -4.763 0.001
C 2.819 -4.772 -1.515 -0.001
H -4.943 -0.693 -0.537 0.002
N -2.945 2.962 -0.283 -0.003
H -1.022 1.746 3.122 0.001
H 2.783 -0.809 -2.740 -0.001
H -0.238 -6.199 0.498 0.000
C -4.119 3.204 0.566 -0.001
H 3.828 0.625 -2.641 -0.003
H -4.878 -2.097 -1.623 0.002
C -2.130 -2.182 -1.809 0.040
H 2.149 0.801 -3.172 0.005
H 5.985 3.765 -0.798 0.000
H 1.728 -0.735 3.163 -0.001
H 2.401 5.403 0.851 0.000
C -2.989 -1.437 -0.854 0.129
H -1.421 4.700 0.498 -0.001
S -1.227 1.564 -1.803 -0.001
H 4.190 -1.060 -0.309 0.000
H -6.251 3.529 0.426 0.000
H 3.398 -6.827 -1.727 0.000
O -0.029 -3.426 0.147 -0.058
C 0.604 -5.816 -0.063 -0.001
C -0.360 -0.289 2.877 0.008
C -5.422 3.236 -0.220 0.000
B 0.566 -2.259 -0.337 -0.162
C 2.964 2.278 -0.312 0.017
H 1.363 4.737 2.764 0.000
H -2.325 0.603 2.770 0.000
Mo -0.349 -0.246 -0.344 1.898
H -5.369 3.955 -1.041 0.000
C -4.453 -1.644 -0.729 -0.003
C 2.818 0.254 -2.508 0.000
H 0.840 -0.407 4.658 0.001
H 4.045 0.116 1.020 0.002
As 0.467 3.100 1.007 -0.010
N -2.363 -0.449 -0.315 -0.074
C 2.274 3.335 0.270 0.000
C -0.887 -1.701 3.017 0.007
H 4.869 1.624 -1.097 0.000
H -4.137 2.410 1.308 0.000
H 2.975 -1.298 0.951 -0.001
C 0.778 -4.472 -0.274 0.001
H 0.081 5.610 0.710 0.001
C -0.354 4.711 0.275 0.005
H -0.137 -2.434 2.711 -0.001
H -4.652 -2.304 0.119 0.012
C 0.952 -0.112 3.613 0.015
H 0.685 -1.444 -3.303 -0.036
H 4.727 5.694 0.151 0.000
H 1.488 -7.727 -0.472 0.000
H 3.660 -4.364 -2.060 0.000
H -1.578 0.628 4.382 0.001
H -0.215 4.728 -0.805 -0.001
H -3.955 4.145 1.089 0.000
C 4.245 4.734 0.024 0.000
C -2.561 -3.268 -2.536 0.011
H -0.117 3.926 3.317 0.000
C -2.509 1.723 -0.561 0.006
H -3.497 -3.747 -2.280 0.002
H -1.153 -1.888 4.058 0.000
N -3.050 0.692 0.072 0.029
H -5.647 2.255 -0.643 0.000
O -0.075 -0.038 1.461 0.175
C -1.388 0.736 3.312 -0.004
C 2.928 4.563 0.415 0.000
N -0.948 -1.579 -2.065 0.005
H 1.431 3.066 3.361 0.000
As 2.223 0.495 -0.679 -0.034
H -1.777 -1.844 2.400 0.001
C -1.788 -3.717 -3.597 0.003
C 4.305 2.446 -0.678 0.000
H 1.280 0.928 3.581 -0.004
C 2.661 -6.147 -1.320 0.000
C 3.500 -0.553 0.362 0.010
C 0.834 3.786 2.802 0.001
C 4.947 3.659 -0.511 0.000
C 1.848 -3.966 -0.973 -0.011
C -0.234 -1.979 -3.120 0.039
C 1.578 -6.657 -0.609 0.001
C -0.627 -3.039 -3.918 0.022
```

Properties
ΔE to the lowest compared entry with this formula, charge and spin	41.7	kcal per mole
LUMO energy (alpha / beta)	-3.224 / -3.771	eV
2S+1	3
net charge	+1
E_HOMO (alpha / beta)	-10.169 / -10.562	eV

---

[2]
Here is C30H42As3FN3PdS as an isolated structure from the Open Molecules 2025 dataset. Energies are from ωB97M-V with the def2-TZVPD basis set.

XYZ file:
```
81
Properties=species:S:1:pos:R:3:mulliken_spin:R:1
C 2.173 0.107 3.462 0.009
S 0.898 -0.549 -3.546 0.394
As -1.526 -4.270 4.654 0.817
C 0.412 2.043 -6.554 -0.041
C -1.616 -1.949 2.680 -0.002
C 2.650 2.475 0.641 0.152
H -0.500 3.072 -4.397 -0.010
H -2.119 3.722 -3.409 -0.001
C -0.326 1.659 -2.962 -0.038
H -0.521 -1.066 4.342 0.010
H 1.971 -0.223 4.482 0.001
C 2.409 3.824 0.497 -0.065
C -2.385 -2.790 3.743 0.079
N -0.711 2.291 -0.691 0.005
C -2.608 -0.852 2.271 -0.014
H -0.001 3.033 -6.706 -0.001
H -0.590 -2.958 6.568 -0.002
H -3.016 5.234 -1.686 0.000
C -2.024 4.199 -0.085 0.004
C -2.360 4.421 -1.406 0.002
H -0.061 -4.337 -0.825 0.004
C 0.371 1.449 -5.296 0.135
C -1.834 3.575 -2.375 -0.010
C 0.980 1.350 -7.601 0.077
H 2.745 1.579 -2.639 -0.003
H 1.013 1.803 -8.583 0.003
H -3.280 -3.228 3.295 -0.007
H 0.073 -5.477 3.185 0.030
H -3.521 -1.287 1.861 -0.001
H 1.954 -0.458 -8.254 0.002
C 1.482 -0.531 -6.179 -0.014
H -0.938 2.908 1.249 -0.013
H -0.516 -3.576 1.744 -0.022
C -0.997 2.546 -1.972 -0.010
C -0.355 1.647 3.512 0.024
As 0.496 0.229 2.486 0.134
H 2.844 2.068 1.625 0.024
C 2.582 2.198 -1.763 0.176
H 2.848 -0.596 2.978 0.003
H 0.450 -2.120 3.321 -0.020
H -1.391 1.787 3.212 -0.002
C -1.209 3.116 0.223 -0.001
As -0.596 -1.946 -0.147 0.078
H -1.617 -5.895 2.752 -0.002
C -0.223 -3.793 5.977 0.033
H 0.699 -3.523 5.459 0.030
C 1.514 0.064 -7.416 0.048
C 2.850 0.188 -0.338 0.458
H 1.395 -3.488 -0.238 0.001
H -2.951 -1.435 -0.913 0.000
H 2.649 1.084 3.511 0.001
H -2.887 -0.230 3.123 0.001
H 3.070 -0.393 -1.225 0.001
H 2.318 4.013 -2.893 0.005
C -0.341 -1.363 3.304 0.032
H -2.388 4.842 0.704 0.000
C 2.231 4.336 -0.780 0.192
H 0.196 2.574 3.349 0.001
C 0.492 -3.398 -0.839 0.012
C -0.918 -5.729 3.567 0.030
C -1.278 -2.838 1.477 0.029
C 2.355 3.544 -1.918 -0.043
H 2.392 4.496 1.344 0.000
N 0.126 0.499 -2.567 0.194
H -1.903 -1.767 -2.300 0.000
H -0.317 1.405 4.574 0.004
C -2.161 -2.084 -1.290 0.018
H -0.045 -4.655 6.618 0.001
H 1.896 -1.520 -6.028 -0.003
H -0.849 -6.619 4.190 0.003
C 0.909 0.163 -5.102 0.135
H -2.720 -2.145 4.559 -0.011
H -2.175 -0.200 1.506 0.010
H 3.238 -0.216 0.587 0.022
H -2.517 -3.113 -1.323 0.003
Pd 0.529 0.292 -0.050 0.789
N -0.196 2.124 -4.222 0.190
H -2.167 -3.389 1.156 0.006
C 2.685 1.596 -0.476 -0.092
H 0.782 -3.182 -1.865 -0.005
F 1.975 5.636 -0.929 0.019
```

Properties
ΔE to the lowest compared entry with this formula, charge and spin	1.7	kcal per mole
LUMO energy (alpha / beta)	-8.142 / -10.211	eV
2S+1	5
net charge	+3
E_HOMO (alpha / beta)	-13.787 / -15.754	eV

---

[3]
Here is C30H42AsClFeO8SSi as an isolated structure from the Open Molecules 2025 dataset. Energies are from ωB97M-V with the def2-TZVPD basis set.

XYZ file:
```
85
Properties=species:S:1:pos:R:3:mulliken_spin:R:1
C 0.369 3.455 1.222 0.002
Si -1.804 -2.078 -0.679 -0.013
C 4.619 1.200 2.132 -0.001
H -6.597 -1.840 -0.305 0.000
H -1.854 -2.757 2.121 0.000
C 5.458 1.687 -0.072 -0.001
C -0.718 -0.964 1.678 -0.013
H -4.346 -2.310 -2.447 -0.001
C -4.550 -2.528 -0.301 0.000
C 4.209 2.160 -0.445 0.000
C -0.883 -5.240 -2.293 0.002
H -4.761 -3.231 1.730 0.000
C 2.751 6.297 -1.749 0.000
C -0.409 -5.641 0.135 0.000
C -0.108 4.220 3.446 0.000
H -1.667 0.950 1.442 0.001
H 2.555 1.633 2.478 0.000
C -4.588 -3.089 -1.720 0.003
H -0.913 -2.120 3.487 0.001
O 4.283 -0.804 -2.607 -0.001
C -1.851 4.190 1.786 0.000
H 0.309 -6.423 -0.126 0.000
H 0.222 4.423 4.457 0.000
O 2.024 -1.387 -3.164 0.020
C -4.753 -3.642 0.718 0.000
H -1.285 3.452 -0.150 0.001
H -0.093 -5.175 1.072 0.000
H -1.822 -5.788 -2.180 0.000
C 3.364 1.659 1.762 0.002
H -5.699 -4.162 0.539 0.000
H 1.438 -0.967 1.537 0.002
H 1.826 3.565 2.802 0.000
H 1.771 4.887 -4.677 0.000
H 4.052 2.528 -1.449 0.002
O 2.560 -0.861 -0.947 0.031
H -2.129 4.826 3.818 0.000
O -0.723 -1.194 0.238 -0.045
O -1.520 -3.686 -0.601 -0.002
C -0.957 3.689 0.854 -0.001
H -5.585 -3.478 -1.938 0.000
H 1.672 -4.626 -1.189 0.001
H -5.545 -1.015 0.867 0.000
O 2.540 0.826 -2.598 0.012
O 0.419 1.582 -0.906 0.064
C 3.157 2.129 0.469 0.000
C -0.910 -2.287 2.408 0.000
H 0.880 -3.287 -2.022 -0.002
H 0.802 -0.340 3.077 0.000
C 0.863 -3.896 -1.117 0.030
H 6.265 1.687 -0.793 0.000
C 5.660 1.201 1.213 0.000
C 2.523 6.153 -3.115 0.000
H -2.796 -0.370 1.801 0.000
O -3.280 -1.909 -0.006 -0.007
C 0.644 -0.375 1.997 -0.010
H -0.093 -2.971 2.164 0.000
H -1.390 -6.096 0.287 0.000
H -5.411 -0.638 -0.861 0.000
S -1.563 -1.168 -2.553 0.065
H 2.585 5.374 0.184 0.000
H -3.862 -3.900 -1.833 0.000
H -0.108 -5.934 -2.631 0.000
H 4.779 0.830 3.137 0.000
C -5.595 -1.437 -0.139 0.000
H -1.016 -4.464 -3.052 0.000
C -1.811 0.038 2.028 -0.001
H 1.168 3.042 -3.122 0.000
H 0.692 0.637 1.599 0.005
C 2.406 5.273 -0.881 0.000
H 3.198 7.203 -1.363 0.000
C 1.598 3.963 -2.750 -0.001
Cl 2.906 -0.562 -2.347 0.001
C -0.478 -4.600 -0.973 -0.001
As 1.435 2.686 -0.177 0.001
Fe 0.407 -0.305 -1.686 3.847
H -1.760 0.291 3.092 0.000
C 1.946 4.994 -3.614 -0.001
C -1.427 4.446 3.085 0.000
H -2.878 4.375 1.499 0.000
C 0.795 3.725 2.515 0.001
H 6.632 0.817 1.498 0.000
H 2.796 6.953 -3.792 0.000
C 1.831 4.112 -1.389 0.007
H -3.932 -4.360 0.638 0.000
H 1.058 -3.254 -0.254 -0.003
```

Properties
ΔE to the lowest compared entry with this formula, charge and spin	12.7	kcal per mole
LUMO energy (alpha / beta)	0.175 / 0.134	eV
2S+1	5
E_HOMO (alpha / beta)	-8.179 / -8.254	eV

---

[4]
Here is C30H42CeN5O4Sb2 as an isolated structure from the Open Molecules 2025 dataset. Energies are from ωB97M-V with the def2-TZVPD basis set.

XYZ file:
```
84
Properties=species:S:1:pos:R:3:mulliken_spin:R:1
O -1.629 -1.038 -0.376 -0.004
H 0.623 0.743 -2.683 -0.003
H 1.116 3.299 -1.116 0.000
C 3.888 -2.512 -0.058 -0.002
H 6.988 0.845 -0.892 0.000
C 3.241 -1.143 2.698 0.000
H 3.362 -3.057 -3.520 0.000
N 0.344 2.192 2.146 -0.002
C -2.164 2.696 1.990 0.002
C 6.280 0.133 -1.295 0.000
C 1.753 0.648 -2.733 0.002
H -5.196 3.247 -0.275 0.000
H -1.201 1.541 3.494 0.000
H -2.604 -1.794 3.300 0.000
H 6.778 0.531 -3.262 0.000
Ce -0.193 0.764 -0.004 0.988
C 1.105 3.422 1.687 0.006
H 2.211 0.258 -1.854 0.000
C -4.102 -4.523 2.017 0.000
H 5.757 -0.544 0.599 0.000
H 0.329 -3.594 0.808 0.000
H -2.182 3.477 -2.940 0.000
H -1.635 4.151 -0.735 0.000
H -0.548 2.696 -3.188 -0.001
C 0.026 -1.670 -3.822 -0.001
C 3.084 -2.220 -2.899 0.001
C 5.590 -0.702 -0.444 0.001
H -0.258 -1.695 -2.743 0.002
C -3.669 -3.616 2.990 0.000
N -1.792 1.597 -1.931 0.002
C 4.595 -1.558 -0.967 0.000
H -3.832 -3.881 3.983 0.000
H -3.961 1.994 -2.062 0.000
H 2.528 -0.911 3.456 0.000
H 2.272 1.603 -2.913 0.000
C -1.948 -1.207 0.829 0.014
O -5.151 -5.540 3.731 0.000
H 4.545 -2.867 0.743 0.000
O -1.580 -0.353 1.660 0.008
C -3.010 -2.500 2.565 0.001
C -2.712 -2.403 1.211 -0.005
C -3.251 3.436 2.492 0.000
H -3.413 0.545 -1.172 0.000
Sb 2.232 -1.676 0.922 -0.006
C 5.072 -0.748 -3.213 0.000
C 1.056 -3.266 1.535 0.000
H 1.698 -4.086 1.841 0.000
O -5.834 -6.085 1.705 0.000
H 0.914 1.691 2.802 0.001
H -0.421 4.783 -1.865 0.000
H -3.318 3.795 3.512 0.000
Sb 1.992 -0.837 -4.156 0.000
N -5.142 -5.496 2.516 0.000
H 3.749 -0.212 2.417 0.000
C -4.320 3.068 0.346 0.000
C 4.312 -1.514 -2.360 0.001
H 4.965 -0.835 -4.285 0.000
H -4.180 -5.191 0.025 0.000
H -1.711 0.886 -2.674 0.000
C 0.425 4.198 0.608 0.001
C 6.073 0.025 -2.646 0.000
C -3.053 -3.358 0.272 0.000
C -0.801 3.867 -1.424 0.001
H 0.467 -2.909 2.417 0.000
H -5.272 4.050 1.945 0.000
H 0.972 5.126 0.389 0.000
H -0.109 -2.722 -4.145 0.000
H 3.441 -3.394 -0.444 0.000
H -0.532 4.557 0.927 -0.001
H 1.327 4.076 2.573 0.000
H -2.797 -3.139 -0.761 0.000
N -2.189 2.176 0.763 -0.008
H 2.443 -2.564 -2.104 0.000
C -3.204 2.365 -0.031 -0.001
C -1.329 2.959 -2.489 0.000
H -0.629 -1.046 -4.395 0.000
H 4.057 -1.895 2.926 0.000
C -0.930 2.440 2.840 0.000
H -0.748 3.268 3.525 0.000
C -3.185 1.599 -1.373 0.000
N 0.231 3.296 -0.606 0.005
C -4.376 3.525 1.665 0.000
H 2.095 3.164 1.290 -0.002
C -3.825 -4.433 0.694 0.000
```

Properties
ΔE to the lowest compared entry with this formula, charge and spin	45.7	kcal per mole
LUMO energy (alpha / beta)	-5.323 / -5.292	eV
2S+1	2
net charge	+2
E_HOMO (alpha / beta)	-13.008 / -13.008	eV

---

[5]
Here is C30H43BI2N2O13PS as an isolated structure from the Open Molecules 2025 dataset. Energies are from ωB97M-V with the def2-TZVPD basis set.

XYZ file:
```
93
Properties=species:S:1:pos:R:3:lowdin_charge:R:1
H -0.554 2.006 7.082 0.136
H -1.042 -4.232 -2.593 0.143
H -2.032 3.531 3.194 0.128
C 1.313 -6.159 1.468 -0.064
O 3.708 1.989 8.379 0.119
H -1.975 2.031 0.053 0.085
C -1.543 -3.276 -2.479 -0.072
C -0.393 0.554 -0.123 -0.572
H -1.054 -1.557 -3.590 0.076
B -0.727 2.311 -2.238 -0.461
C 3.207 0.775 6.415 0.079
C -2.196 5.453 1.015 -0.095
C -2.871 2.651 -3.703 -0.071
C 0.471 1.698 6.935 0.073
P 2.781 -0.076 -1.957 0.832
I -1.071 -2.171 1.128 1.124
C 1.571 -1.040 -4.868 -0.094
H 1.467 -0.387 4.122 0.026
H -0.386 4.020 -3.079 0.134
H 4.450 -5.056 0.997 0.112
H 2.165 2.866 9.277 0.127
C -1.408 1.364 0.677 -0.241
H 3.171 -1.113 -2.792 0.040
H 0.621 4.149 -1.094 0.101
C -0.539 -2.175 -2.880 -0.116
N 0.476 3.352 -0.495 0.084
H 0.765 -6.901 2.020 0.112
O -2.525 -3.185 -4.634 0.143
C 2.897 1.605 7.562 -0.308
H -2.463 1.924 -4.380 0.054
C 1.363 -4.382 -0.091 -0.300
H 1.944 1.879 -0.147 0.050
C 1.460 2.039 7.779 -0.232
I 1.049 -0.089 1.384 1.236
H -2.730 3.644 -4.109 0.078
C -1.890 3.377 2.126 -0.214
C -0.949 -0.861 -0.677 -0.546
C -2.451 -0.834 -1.032 -0.204
H -3.936 2.466 -3.658 0.083
H 4.230 0.457 6.273 0.138
C 0.649 -5.309 0.622 -0.044
O 2.368 -0.317 4.503 0.061
H 0.238 -2.676 -3.430 0.107
H -2.878 3.218 1.693 0.126
H -0.418 -5.374 0.507 0.109
C -2.287 2.563 -2.271 -0.132
O 0.638 -3.573 -0.939 -0.145
C 2.682 -6.071 1.620 -0.079
H -2.927 -1.761 -0.741 0.067
H 3.299 -3.571 -0.530 0.112
C 2.733 -4.299 0.023 -0.010
O -0.499 0.509 -4.393 -0.223
H -2.905 1.961 -1.634 0.073
C 0.086 -1.373 -1.716 -0.279
O -1.289 4.536 1.581 -0.196
H -1.870 -3.271 -1.451 0.074
S 0.843 0.315 -3.982 0.664
H -3.073 5.589 1.641 0.092
C -0.990 2.170 1.916 -0.223
O 3.281 -0.260 -0.601 -0.422
C 0.787 0.889 5.788 -0.307
O -0.017 0.529 4.941 0.067
H -2.258 -0.270 -3.199 0.100
H -2.117 0.639 1.064 0.092
H 0.808 -1.341 -5.574 0.097
C -2.947 -0.595 -2.428 -0.262
H 0.010 2.573 1.843 0.070
H 3.201 -6.720 2.301 0.108
H -1.098 1.560 2.803 0.086
H -1.684 6.399 0.907 0.089
O 1.735 1.412 -4.137 -0.269
O 0.002 3.143 -3.032 0.117
H 1.852 -1.894 -4.276 0.049
H -4.311 -4.329 -3.364 0.138
H 1.895 -2.460 -2.036 0.099
C 1.198 -2.321 -1.209 -0.282
C -2.682 -3.350 -3.456 -0.528
H 1.724 -1.943 -0.345 0.019
C 1.324 2.246 -0.956 -0.244
O -4.111 -0.751 -2.695 0.109
H -2.524 5.117 0.031 0.074
C 3.383 -5.144 0.895 -0.067
H 3.241 1.092 -2.534 0.053
H -2.401 3.573 -1.871 0.105
O 1.287 2.772 8.856 0.134
H -2.953 -0.102 -0.421 0.111
H 2.432 -0.618 -5.366 0.089
N 0.869 -0.023 -2.181 -0.148
C 0.276 1.190 -1.380 -0.240
C 2.216 0.434 5.583 -0.233
H 1.927 2.587 -1.785 0.103
H 0.742 3.682 0.422 0.096
O -3.863 -3.632 -2.870 0.121
```

Properties
LUMO energy	-3.325	eV
net charge	+1
E_HOMO	-10.325	eV

---

E_tot (computed, eV): -178935.7955 -235783.7250 -174632.0054 -73421.5211 -98395.6872